{
  "formula": "C32H90N6O10",
  "method": "ωB97M-V/def2-TZVPD",
  "e_tot_ev": -64053.5476,
  "e_homo_ev": -8.863,
  "fmax_ev_per_a": 4.04,
  "lumo_energy_ev": 0.525,
  "smiles": "COC[C@H](C)N.COC[C@H](C)N.COC[C@H](C)N.COC[C@H](C)N.COC[C@H](C)N.COC[C@H](C)N.CCO.CCO.CCO.CCO",
  "orbital_gap_ev": 9.39,
  "de_lowest_ev": 1.667,
  "species": ["C", "O", "C", "C", "C", "N", "H", "H", "H", "H", "H", "H", "H", "H", "H", "H", "H", "C", "O", "C", "C", "C", "N", "H", "H", "H", "H", "H", "H", "H", "H", "H", "H", "H", "C", "O", "C", "C", "C", "N", "H", "H", "H", "H", "H", "H", "H", "H", "H", "H", "H", "C", "O", "C", "C", "C", "N", "H", "H", "H", "H", "H", "H", "H", "H", "H", "H", "H", "C", "O", "C", "C", "C", "N", "H", "H", "H", "H", "H", "H", "H", "H", "H", "H", "H", "C", "O", "C", "C", "C", "N", "H", "H", "H", "H", "H", "H", "H", "H", "H", "H", "H", "C", "C", "O", "H", "H", "H", "H", "H", "H", "C", "C", "O", "H", "H", "H", "H", "H", "H", "C", "C", "O", "H", "H", "H", "H", "H", "H", "C", "C", "O", "H", "H", "H", "H", "H", "H"],
  "positions_angstrom": [[0.916691, -5.682675, -1.926125], [-0.453012, -5.468327, -2.308630], [-1.362538, -6.401209, -1.663989], [-2.738799, -6.158731, -2.143790], [-3.178618, -4.766138, -1.692040], [-3.769358, -7.131558, -1.685777], [1.038443, -5.646142, -0.820983], [1.483183, -4.839402, -2.276778], [1.281173, -6.672591, -2.325920], [-1.047132, -7.343664, -1.983950], [-1.232510, -6.323507, -0.608021], [-2.793761, -6.192431, -3.250039], [-2.542877, -3.951774, -1.949556], [-3.466941, -4.785362, -0.617149], [-4.134578, -4.517781, -2.282605], [-4.046568, -7.048994, -0.719995], [-3.389134, -8.067875, -1.852334], [-1.806705, 0.782870, -3.333063], [-1.665957, 2.040469, -2.820985], [-0.387056, 2.581054, -3.120536], [-0.514244, 4.145717, -3.132068], [-0.748790, 4.655964, -4.545810], [0.674257, 4.872226, -2.619494], [-2.736186, 0.305762, -2.962123], [-0.977993, 0.090510, -3.033928], [-1.784286, 0.911061, -4.405959], [0.371586, 2.189097, -2.423725], [-0.066136, 2.253765, -4.136838], [-1.363821, 4.348506, -2.481472], [-0.976739, 5.713097, -4.453859], [-1.442313, 4.065353, -5.131294], [0.171475, 4.483468, -5.046459], [0.635838, 5.893692, -2.892260], [0.602838, 4.806777, -1.578438], [1.697925, -3.168904, 6.093872], [2.032449, -1.800273, 5.939133], [0.909015, -1.034562, 5.381290], [1.272438, 0.407033, 5.042588], [1.317818, 1.350731, 6.214155], [0.238311, 0.972271, 4.173824], [2.615181, -3.735954, 6.236193], [1.185267, -3.708665, 5.232586], [1.031230, -3.241927, 6.994952], [0.636157, -1.448568, 4.407195], [0.062872, -1.094114, 6.092289], [2.271166, 0.472192, 4.576262], [0.362932, 1.641514, 6.714585], [1.882807, 2.253130, 6.005661], [1.893175, 0.893016, 7.026218], [0.092169, 0.467632, 3.294218], [0.322638, 2.000457, 4.003446], [4.787605, -1.890762, -1.793207], [3.850505, -0.927334, -2.116689], [4.221195, 0.361389, -2.258468], [3.188753, 1.208513, -3.008121], [3.087710, 0.796848, -4.449073], [3.574179, 2.633033, -2.884124], [5.378277, -2.350539, -2.568991], [4.292634, -2.775879, -1.347569], [5.498167, -1.540227, -1.042438], [4.411942, 0.815273, -1.248729], [5.191034, 0.423982, -2.740862], [2.225737, 1.036604, -2.504916], [2.114739, 1.131305, -4.860566], [3.262166, -0.268905, -4.578822], [3.831333, 1.261206, -5.035788], [2.979881, 3.281348, -3.380888], [3.495492, 2.892897, -1.934674], [2.810181, -1.056026, 1.775960], [1.427598, -1.399596, 1.762909], [0.759640, -1.198350, 0.570059], [-0.720083, -1.340568, 0.807950], [-0.983586, -2.864962, 1.094984], [-1.599051, -0.834711, -0.247180], [3.161042, -0.993732, 2.804089], [2.907444, 0.049891, 1.474179], [3.537915, -1.688640, 1.296772], [0.986991, -0.202010, 0.143352], [1.220357, -1.905163, -0.227526], [-0.913850, -0.854094, 1.777556], [-1.980619, -3.092143, 1.523822], [-0.174064, -3.293290, 1.756820], [-0.952490, -3.361647, 0.148166], [-1.330744, 0.091443, -0.564152], [-1.501339, -1.459409, -1.051179], [1.027854, 2.819442, 0.248431], [0.598586, 4.129742, 0.367642], [-0.740008, 4.449409, 0.768119], [-1.088282, 3.692284, 2.022012], [-2.479429, 4.070262, 2.545239], [-0.052978, 3.963139, 3.084397], [1.214769, 2.378800, 1.251883], [1.878037, 2.872957, -0.407141], [0.259197, 2.139473, -0.188649], [-0.748932, 5.522741, 0.879031], [-1.414756, 4.103185, -0.008678], [-1.084900, 2.676780, 1.665549], [-3.179981, 4.059204, 1.753369], [-2.473375, 5.107501, 2.888226], [-2.748548, 3.434792, 3.364434], [0.836275, 4.370841, 2.798223], [-0.584019, 4.564372, 3.675138], [-1.059837, -2.454125, -5.185544], [-0.002392, -2.910999, -4.219059], [-0.357813, -2.857806, -2.835617], [-1.309965, -1.331024, -5.144004], [-2.020477, -2.962667, -4.881724], [-0.908610, -2.645806, -6.201135], [0.952147, -2.419549, -4.380101], [0.142444, -3.996309, -4.456713], [-0.499283, -3.773114, -2.564035], [-6.201555, -2.101200, -0.358364], [-4.746712, -1.839777, 0.060334], [-4.652835, -0.504246, 0.519220], [-6.521346, -1.564167, -1.314943], [-6.806344, -1.701363, 0.478890], [-6.497146, -3.169658, -0.501769], [-4.072386, -2.146393, -0.763233], [-4.562621, -2.480809, 0.916231], [-3.741733, -0.242817, 0.463998], [-3.403301, 0.141512, 3.921803], [-3.525542, 1.068270, 5.088474], [-2.372362, 1.926288, 5.134844], [-2.621416, -0.636576, 4.101262], [-3.124316, 0.674212, 2.993605], [-4.427674, -0.299557, 3.763318], [-3.704243, 0.489066, 5.945343], [-4.352044, 1.819709, 4.890207], [-1.639128, 1.325059, 5.026355], [4.151559, 5.581498, -0.502890], [4.995902, 4.961548, 0.660523], [4.985949, 3.490454, 0.588689], [4.387875, 6.631603, -0.599383], [3.102561, 5.489686, -0.353440], [4.488773, 5.149261, -1.484414], [4.579856, 5.241040, 1.628499], [6.034842, 5.328644, 0.621228], [5.670053, 3.313150, -0.058815]],
  "forces_ev_per_angstrom": [[-0.57, -0.91, 0.51], [0.21, -0.39, 0.59], [1.31, 0.97, -0.96], [-1.93, 1.09, 0.05], [-3.04, -0.31, -0.78], [1.21, -0.32, -0.90], [-0.25, -0.31, -0.47], [0.29, 0.17, -0.59], [-0.20, 1.04, 0.36], [0.58, -1.96, -0.30], [-0.19, 0.13, 1.03], [0.42, -0.02, 0.48], [0.91, 0.38, 0.14], [0.43, 0.22, -0.58], [1.08, -0.39, 1.04], [0.28, 0.17, 0.23], [-0.48, 0.23, 0.26], [0.11, -1.89, 0.07], [0.50, 1.66, 1.13], [0.36, 0.81, -0.47], [0.16, -0.38, 0.07], [-0.23, -0.51, 0.86], [-0.33, 0.32, 0.79], [0.32, 0.50, -0.39], [-0.33, 0.41, -0.21], [-0.26, -0.70, -0.68], [-0.20, 0.29, 0.00], [-0.17, 0.07, 0.40], [-0.36, 0.04, -0.09], [-0.24, 0.10, -0.62], [-0.74, 0.22, 0.21], [1.12, 0.36, -0.60], [-0.10, -1.68, 0.49], [0.52, 0.38, -1.04], [-0.95, -0.35, 0.33], [-0.98, 0.57, -1.32], [0.75, -0.49, 0.16], [-0.21, 1.16, 0.00], [0.48, -0.01, 2.15], [-0.60, 0.02, -0.61], [0.11, 0.19, 0.34], [0.35, 1.19, 0.59], [0.50, -0.36, -0.67], [-0.19, -0.54, 0.13], [0.18, 0.14, -0.35], [-0.15, -0.54, 0.06], [0.33, -0.37, -0.92], [-0.15, 0.30, -0.36], [0.09, -0.14, -0.03], [0.40, 0.29, 0.33], [0.02, -1.10, 0.08], [0.32, -0.98, 1.49], [-1.96, -2.20, -0.54], [1.48, 2.36, 0.95], [0.06, 0.31, 0.59], [-1.19, -0.13, -0.09], [0.46, -0.94, -0.76], [0.18, 0.47, -1.12], [-0.22, 0.64, -0.05], [0.08, 0.22, 0.17], [-0.29, -0.07, -0.40], [0.35, 0.22, -0.58], [0.00, -0.23, -0.09], [0.39, -0.51, 0.05], [-0.52, -0.18, 0.09], [1.07, 0.81, -0.56], [-0.33, -0.21, -0.26], [0.06, 0.42, 1.27], [-0.46, 2.80, 0.73], [1.16, -0.33, 1.23], [1.50, -0.14, -2.49], [-0.34, -1.56, 1.09], [0.06, 0.54, 0.70], [0.20, -0.53, 0.13], [-0.44, -0.40, 0.36], [0.07, -1.53, -0.27], [-0.26, -0.49, -0.94], [-0.08, 0.09, 0.29], [-1.15, 0.69, 0.88], [-0.14, 0.36, -0.40], [0.53, 0.40, -0.07], [-0.93, 0.59, -0.67], [0.17, -0.58, -0.75], [0.14, 0.02, 0.09], [-0.06, 0.25, 0.03], [-1.25, -1.29, 0.75], [-0.09, 1.83, -0.19], [0.65, -1.14, -0.18], [0.79, 1.33, 0.33], [1.44, 0.47, 0.11], [-1.15, -1.10, -0.54], [0.49, 0.15, -0.52], [0.58, -0.40, 0.02], [0.25, 0.45, -0.12], [-0.14, 0.35, 0.04], [-0.37, 0.22, -0.43], [0.04, -0.92, 0.54], [-0.94, -0.41, -0.82], [0.14, 0.07, 0.15], [-0.32, -0.39, 0.38], [-0.62, 0.02, -0.34], [0.52, 0.64, 0.98], [-2.70, 2.04, 2.21], [0.39, -1.72, -0.26], [-0.07, 1.00, -0.53], [0.56, -1.50, 0.22], [0.81, 0.43, -0.41], [0.72, -0.65, -1.51], [0.14, 0.27, 0.11], [0.23, 0.68, 0.07], [-0.19, -0.22, 0.14], [-0.92, 0.55, -0.54], [-0.94, -0.78, -0.39], [-0.66, -0.12, -0.56], [0.62, -0.50, 1.29], [-0.01, -0.20, -0.55], [0.64, 0.69, 0.22], [0.01, 0.64, 0.44], [0.33, -0.47, 0.14], [0.99, 0.07, -0.12], [-0.70, -0.90, -0.89], [-0.11, 2.83, -2.25], [-0.97, -0.35, 0.85], [-0.72, 0.36, -0.11], [-0.19, -0.13, 0.43], [1.16, -0.07, -0.08], [-0.18, -0.40, 1.66], [0.49, -1.17, 0.52], [1.26, -0.10, -0.23], [2.14, -0.60, -0.22], [-0.65, -0.48, -0.89], [0.07, 1.53, 0.15], [0.01, 0.48, 0.18], [-0.86, -0.39, 0.04], [-0.54, 0.10, 0.88], [-0.01, -0.13, -0.03], [-0.33, -0.16, -0.01], [0.04, -0.44, -0.18]],
  "mulliken_charge": [-0.861, -0.435, -0.903, 0.631, -0.965, -0.706, 0.302, 0.263, 0.315, 0.487, 0.321, 0.197, 0.070, 0.325, 0.225, 0.246, 0.252, -1.015, -0.443, 0.938, 0.324, -1.805, -0.438, 0.291, 0.174, 0.675, -0.916, 0.519, 0.026, 0.459, 0.369, 0.436, 0.283, 0.104, -0.652, -0.383, -0.336, 0.890, -1.672, 0.651, 0.294, 0.199, 0.282, 0.049, 0.376, -0.035, 0.213, 0.398, 0.468, -0.709, 0.225, -0.956, -0.124, -1.027, 2.413, -1.718, -0.626, 0.310, 0.194, 0.401, 0.312, 0.412, -0.881, 0.274, 0.294, 0.471, 0.330, -0.155, -0.775, -0.076, 0.290, 1.594, -1.188, 0.699, 0.259, 0.176, 0.336, -0.501, 0.158, -1.244, 0.293, 0.300, 0.096, -0.020, -0.270, 0.616, -0.380, -1.041, 1.558, -1.993, -0.427, 0.424, -0.394, -0.299, 0.325, 0.246, -0.550, 0.483, 0.503, 0.423, 0.149, 0.271, -0.895, -0.012, -0.061, -0.052, 0.205, 0.473, 0.239, 0.285, 0.054, -1.362, 0.692, -0.596, 0.304, 0.375, 0.326, -0.131, 0.097, 0.213, -0.463, -0.586, -0.536, 0.155, -0.006, 0.356, 0.398, 0.327, 0.204, -0.530, -0.464, -0.455, 0.468, -0.101, 0.212, 0.284, 0.344, 0.275]
}